(1)
Computed, not measured: an isolated molecule of C6H12OS in a non-equilibrium geometry, with ωB97M-V/def2-TZVPD.

Structure (ORCA input):
```
! wB97M-V def2-TZVPD RIJCOSX def2/J DEFGRID3
* xyz 0 1
C -0.804 -2.222 0.774
S -1.502 -0.477 0.654
C 0.070 0.351 0.342
C 1.225 -0.250 1.209
C -0.299 1.934 0.216
C -0.198 1.666 -1.357
C 0.437 0.251 -1.150
O -0.078 -0.738 -1.899
H -0.477 -2.470 1.817
H -0.076 -2.190 -0.061
H -1.729 -2.886 0.459
H 1.408 -1.299 0.826
H 0.957 -0.303 2.321
H 2.084 0.472 1.145
H -1.329 2.063 0.549
H 0.510 2.478 0.816
H -1.187 1.746 -1.811
H 0.445 2.369 -2.005
H 1.512 0.356 -1.265
H -0.969 -0.851 -1.579
*
```

E, eV: -19297.5111
LUMO level, eV: 0.80
Structure (SMILES): CS[C@]1(C)CC[C@@H]1O
ΔE to the lowest compared entry with this formula, charge and spin, eV: 1.875
Frontier orbital gap, hartree: 0.355



(2)
Computed, not measured: an isolated molecule of C6H12OS2 in a non-equilibrium geometry, with ωB97M-V/def2-TZVPD.

Structure (ORCA input):
```
! wB97M-V def2-TZVPD RIJCOSX def2/J DEFGRID3
* xyz 0 1
C -0.511 -1.793 0.449
C 0.136 2.743 -0.293
C 1.324 -0.594 1.690
C -0.380 1.279 -0.496
C 0.720 0.157 -0.712
C 0.731 -1.026 0.272
O -4.004 -2.555 -2.101
S -1.652 -1.592 -0.818
S -2.972 -3.111 -1.176
H -0.520 -2.755 0.865
H 0.940 3.041 -1.039
H -0.710 3.413 -0.230
H 0.678 2.810 0.681
H 0.688 -0.120 2.399
H 1.883 -1.320 2.188
H 2.085 0.264 1.498
H -0.969 1.180 0.463
H -1.195 1.265 -1.133
H 0.556 -0.293 -1.805
H 1.657 0.725 -0.620
H 1.516 -1.719 -0.082
*
```

E, eV: -30131.1161
LUMO level (alpha / beta), eV: -0.39 / -1.04
ΔE to the lowest compared entry with this formula, charge and spin, eV: 3.636
Frontier orbital gap (alpha / beta), hartree: 0.294 / 0.248



(3)
Computed, not measured: an isolated molecule of C6H12P2 in a non-equilibrium geometry, with ωB97M-V/def2-TZVPD.

Structure (ORCA input):
```
! wB97M-V def2-TZVPD RIJCOSX def2/J DEFGRID3
* xyz 0 1
C 0.230 -0.870 -1.365
C -0.411 -0.377 -0.051
C -1.905 -0.280 -0.137
C -0.016 -1.435 1.035
C 0.322 0.804 0.500
P -0.134 2.469 1.049
C 0.943 1.934 -0.319
P 2.383 1.036 0.623
H 0.261 0.024 -1.933
H -0.377 -1.760 -1.769
H 1.160 -1.226 -1.282
H -2.310 -0.757 -1.021
H -2.484 -0.688 0.847
H -2.307 0.815 -0.364
H 0.963 -1.629 1.225
H -0.566 -2.417 0.971
H -0.496 -1.137 2.053
H 0.895 2.815 2.038
H 0.951 2.113 -1.432
H 2.899 0.566 -0.669
*
```

E, eV: -24990.0118
LUMO level, eV: 0.51
Structure (SMILES): CC(C)(C)[C@]12P[C@H]1P2
ΔE to the lowest compared entry with this formula, charge and spin, eV: 2.271
Frontier orbital gap, hartree: 0.339



(4)
Computed, not measured: a cluster of 2 separate species, C6H12P4 in total in a non-equilibrium geometry, with ωB97M-V/def2-TZVPD.

Structure (ORCA input):
```
! wB97M-V def2-TZVPD RIJCOSX def2/J DEFGRID3
* xyz 0 1
C -0.775 -0.489 0.051
C -3.090 -0.481 -1.098
C -3.331 0.132 0.289
C 2.728 0.717 -0.804
C 2.124 1.581 0.331
C 1.735 -1.015 0.862
P -1.191 -0.338 -1.512
P -1.830 -0.336 1.477
P 2.597 -1.113 -0.648
P 1.856 0.442 1.854
H -3.403 -1.562 -1.302
H -3.636 0.214 -1.836
H -3.381 1.139 0.270
H -4.194 -0.156 0.746
H 2.205 1.126 -1.693
H 3.819 0.886 -0.895
H 2.858 2.410 0.658
H 1.117 1.678 0.003
H 1.429 -1.952 1.220
H -2.485 -1.597 1.424
H 1.422 -1.595 -1.399
H 3.424 0.306 2.002
*
```

E, eV: -43565.0579
LUMO level (alpha / beta), eV: -0.76 / -0.53
ΔE to the lowest compared entry with this formula, charge and spin, eV: 0.440
Frontier orbital gap (alpha / beta), hartree: 0.254 / 0.289



(5)
Computed, not measured: a structure of composition C6H12S in a non-equilibrium geometry, with ωB97M-V/def2-TZVPD.

Structure (ORCA input):
```
! wB97M-V def2-TZVPD RIJCOSX def2/J DEFGRID3
* xyz 0 1
C -0.758 -1.612 0.947
C -1.002 -1.082 -0.449
C -0.605 1.062 -0.367
C 0.105 1.896 0.767
C 0.106 -0.161 -0.983
C 1.566 -0.345 -0.607
H -0.546 -0.897 1.858
H -1.677 -2.102 1.379
H -0.160 -2.417 0.806
H -1.182 -1.723 -1.316
H -0.664 1.768 -1.130
H 0.154 3.589 0.106
H 1.449 1.325 0.881
H -0.663 1.674 1.928
H -0.107 -0.307 -2.010
H 2.452 0.045 -1.334
H 1.681 0.286 0.537
H 2.033 -1.432 -0.542
S -2.182 0.433 -0.469
*
```

E, eV: -17242.6818
LUMO level, eV: 0.00
ΔE to the lowest compared entry with this formula, charge and spin, eV: 8.919
Frontier orbital gap, hartree: 0.313



(6)
Computed, not measured: a structure of composition C6H13AuF6I2N3O5S2Sb in a non-equilibrium geometry, with ωB97M-V/def2-TZVPD.

Structure (ORCA input):
```
! wB97M-V def2-TZVPD RIJCOSX def2/J DEFGRID3
* xyz 2 1
Au -1.223 -0.110 -0.214
F -0.903 -0.892 -5.153
C 0.329 -0.644 -4.751
F 1.117 -1.664 -5.006
F 0.788 0.455 -5.311
S 0.219 -0.418 -2.911
O -0.803 0.572 -2.650
O 0.043 -1.707 -2.327
N 1.694 0.208 -2.609
S 2.126 0.573 -1.220
O 1.211 0.386 -0.097
O 3.471 0.015 -0.812
C 2.437 2.395 -1.248
F 1.349 3.017 -1.606
F 2.761 2.727 0.032
F 3.445 2.690 -2.032
C 5.622 1.230 1.175
Sb 3.745 0.321 1.306
C 4.039 -1.738 1.507
C 2.636 1.141 2.886
H 6.172 0.813 2.022
H 5.531 2.309 1.270
H 6.103 0.962 0.237
H 4.792 -1.853 2.289
H 4.411 -2.119 0.559
H 3.109 -2.229 1.785
H 3.214 0.792 3.747
H 1.621 0.751 2.894
H 2.642 2.225 2.808
I -2.065 -1.472 2.081
I -0.045 -2.063 3.713
N -5.615 -0.549 -0.987
C -4.325 -0.262 -1.215
N -3.937 -0.033 -2.479
O -3.519 -0.218 -0.251
H -6.313 -0.519 -1.708
H -5.913 -0.674 -0.036
H -4.585 -0.054 -3.246
H -2.982 0.226 -2.662
*
```

E, eV: -85529.5114
LUMO level, eV: -8.13
ΔE to the lowest compared entry with this formula, charge and spin, eV: 1.376
Frontier orbital gap, hartree: 0.226



(7)
Computed, not measured: a structure of composition C6H13AuN3OS, with ωB97M-V/def2-TZVPD.

Structure (ORCA input):
```
! wB97M-V def2-TZVPD RIJCOSX def2/J DEFGRID3
* xyz 2 2
Au -1.715 -2.893 -0.182
N -1.802 0.196 1.278
C -1.402 1.544 0.859
C 0.066 1.822 1.237
N 0.943 0.890 0.602
C 2.023 1.183 -0.283
C 1.798 0.427 -1.612
N 1.677 -1.000 -1.326
H -2.775 0.062 1.021
H -1.795 0.145 2.294
H -1.984 2.339 1.332
H -1.527 1.640 -0.219
H 0.168 1.680 2.321
H 0.370 2.837 0.990
H 0.685 -0.098 0.657
H 2.938 0.780 0.172
H 2.131 2.258 -0.409
H 2.629 0.694 -2.270
H 0.878 0.781 -2.077
H 2.595 -1.399 -1.148
H 1.325 -1.483 -2.145
S -4.318 -2.458 -2.445
C -3.184 -2.576 -1.491
O 0.534 -3.867 1.772
C -0.257 -3.504 1.075
*
```

E, eV: -27459.9149
LUMO level (alpha / beta), eV: -8.01 / -9.46
ΔE to the lowest compared entry with this formula, charge and spin, eV: 0.790
Frontier orbital gap (alpha / beta), hartree: 0.323 / 0.269



(8)
Computed, not measured: an isolated molecule of C6H13BClN in a non-equilibrium geometry, with ωB97M-V/def2-TZVPD.

Structure (ORCA input):
```
! wB97M-V def2-TZVPD RIJCOSX def2/J DEFGRID3
* xyz 0 1
H -1.377 -2.797 -1.151
N -1.775 -1.863 -1.069
C -1.424 -1.344 0.019
C -0.539 -2.083 0.988
C -1.914 0.021 0.352
B -1.286 1.175 -0.530
C 0.190 1.706 -0.394
Cl 0.648 2.679 -1.843
C 1.204 0.590 -0.157
C 2.642 1.039 -0.108
H -0.847 -3.112 1.047
H 0.475 -2.084 0.616
H -0.529 -1.643 1.976
H -2.979 0.012 0.183
H -1.761 0.247 1.405
H -1.992 1.716 -1.321
H 0.266 2.397 0.435
H 1.065 -0.151 -0.933
H 0.915 0.119 0.771
H 3.260 0.199 0.175
H 2.807 1.817 0.623
H 2.950 1.361 -1.085
*
```

E, eV: -21121.1405
LUMO level, eV: 0.44
Structure (SMILES): [H]/N=C(\C)CB[C@H](Cl)CC
Frontier orbital gap, hartree: 0.384